Formula: C30H57BrF3N4O13P2S
Source: the Open Molecules 2025 dataset
Level of theory: wB97M-V/def2-TZVPD

The geometry in XYZ format:
```
111
Properties=species:S:1:pos:R:3:forces:R:3
C 1.34497 -3.99650 3.88469 -0.192 -0.335 -0.238
C 0.81676 -3.63765 2.48994 -0.337 -0.700 0.336
N 1.62010 -2.77445 1.65297 -0.896 0.519 0.550
C 1.76942 -1.36112 1.81737 1.502 -0.267 0.174
C 1.37504 -0.80685 3.19811 -0.878 -0.030 0.137
C -0.13258 -0.83359 3.56812 0.098 0.598 0.404
C -0.62901 0.59192 3.88850 0.277 -0.454 0.509
P -2.14312 0.64698 4.91158 -0.808 1.444 -0.301
O -3.28145 0.93352 4.02804 -0.150 -0.458 -0.332
O -1.93270 1.82438 5.98377 0.522 -1.015 -0.325
C -1.68275 3.09932 5.37834 0.228 1.113 0.318
C -0.32575 3.67576 5.75644 0.109 -0.104 -0.022
O -2.27818 -0.64929 5.81162 0.386 0.360 -0.285
C -3.14392 -1.66615 5.24976 -0.827 -0.797 0.289
C -4.63883 -1.39699 5.48777 0.596 0.470 -0.363
C 0.93632 -0.47221 0.79666 -1.216 -0.169 0.539
C -0.27493 -1.25459 0.21773 -0.275 0.374 0.052
C -1.62016 -0.49755 0.36588 -0.476 -0.743 0.079
C -2.69764 -1.56385 0.20437 -0.036 0.714 -0.798
O -2.83018 -2.09867 -0.85893 0.163 -0.778 0.199
O -3.47223 -1.83565 1.27453 1.025 -0.247 0.518
N 1.75502 0.21408 -0.26269 0.137 -0.588 -2.095
C 0.84975 0.79117 -1.38639 -0.303 1.336 0.580
C 1.36869 2.06129 -2.05712 -0.309 -0.521 -0.607
N 2.59488 1.28348 0.11782 0.425 0.415 0.543
C 2.50771 1.82811 1.21321 -1.211 -0.903 -0.352
O 2.32624 2.37539 2.20210 0.586 0.628 0.558
C 2.67519 -0.87990 -0.76823 0.761 -0.123 0.658
Br 3.34527 -0.66663 -2.55860 -0.120 0.055 0.116
C 3.78787 -1.07840 0.28246 0.965 -1.452 -0.623
C 5.08330 -0.26701 -0.04582 -0.334 0.610 0.346
C 5.95612 0.40085 1.03321 0.554 0.929 -0.389
O 5.29461 0.95693 2.15063 -0.617 -0.540 0.162
C 7.22185 -0.41549 1.42772 0.005 0.731 -0.049
F 7.54431 -0.17564 2.70224 -0.047 -0.532 -0.007
F 7.10872 -1.71971 1.19048 -0.022 -0.106 0.407
F 8.26450 0.01577 0.68403 -0.148 -0.085 -0.065
N 3.26021 -1.09074 1.66243 -0.682 1.452 -0.022
P 4.22673 -2.03968 2.70710 1.073 -2.160 -0.161
S 4.78983 -3.79569 2.04346 -0.165 0.339 -0.158
H 2.36164 -4.38111 3.82539 0.166 0.244 0.062
H 1.23358 -3.20949 4.62670 0.214 0.128 -0.024
H 0.73975 -4.83041 4.24310 -0.076 0.001 0.076
H -0.22191 -3.30914 2.60828 0.028 0.278 -0.153
H 0.71526 -4.58755 1.96606 0.157 0.025 -0.227
H 2.05719 -3.19385 0.85383 0.182 -0.116 0.129
H 1.66422 0.23961 3.19751 0.261 -0.001 -0.122
H 1.90716 -1.24993 4.03074 0.223 -0.237 -0.247
H -0.77090 -1.29247 2.81924 -0.008 -0.023 -0.096
H -0.27100 -1.41152 4.47979 0.077 -0.273 -0.080
H 0.14982 1.14293 4.41834 0.098 -0.127 0.121
H -0.82695 1.16550 2.98421 -0.227 0.057 -0.041
H -1.78664 3.09973 4.29315 -0.127 -0.426 -0.041
H -2.44521 3.78059 5.75082 -0.197 -0.109 -0.048
H -0.06887 4.47429 5.06068 -0.056 0.082 -0.024
H -0.32478 4.10513 6.75467 -0.024 -0.115 0.119
H 0.47574 2.93877 5.70306 -0.033 -0.094 0.009
H -2.88471 -2.59183 5.75571 0.386 0.052 0.054
H -2.95761 -1.79391 4.18349 0.190 0.141 -0.025
H -5.11712 -1.19779 4.53403 -0.197 0.015 0.000
H -4.72296 -0.48706 6.07639 -0.205 -0.064 0.169
H -5.12685 -2.22519 5.98859 -0.019 -0.053 0.102
H 0.41641 0.33497 1.31278 0.614 0.309 0.319
H -0.11618 -1.57712 -0.80841 -0.115 -0.046 -0.067
H -0.44093 -2.16407 0.78595 0.665 -0.129 0.083
H -1.79645 0.21283 -0.43582 0.008 0.285 0.143
H -1.73667 -0.07012 1.35930 0.138 0.381 -0.080
H -3.56664 -2.80127 1.29067 -0.713 0.115 -0.168
H 0.56862 0.02113 -2.09162 0.204 -0.283 0.119
H -0.01621 1.15443 -0.84013 -0.253 -0.467 0.032
H 2.37070 1.98134 -2.45843 0.128 0.140 0.135
H 1.21911 2.93627 -1.43688 0.323 0.043 0.197
H 0.70615 2.20145 -2.91549 0.018 -0.040 -0.087
H 2.12782 -1.81091 -0.82732 -0.610 0.208 0.056
H 4.07379 -2.12210 0.06650 0.108 0.052 0.012
H 5.74006 -0.88448 -0.65309 0.001 -0.233 0.083
H 4.80344 0.54373 -0.71183 -0.086 0.099 0.091
H 6.42319 1.25556 0.53998 0.073 -0.187 -0.332
H 5.27414 1.91489 2.08336 0.307 -0.034 0.025
H 3.58834 -2.25665 3.93565 -0.316 0.728 -0.251
H 5.38820 -1.34026 3.06335 -0.535 0.556 -0.062
C -3.53786 -1.06588 -3.49217 -0.101 0.468 -0.212
C -4.54972 -1.61214 -4.47805 0.408 -0.169 -0.049
O -5.83091 -0.98664 -4.32465 -0.046 -0.063 -0.076
C -5.93313 0.24060 -4.83410 -0.033 -0.047 0.203
O -5.05581 0.84775 -5.39422 0.066 0.057 -0.098
O -7.16327 0.68702 -4.59641 0.025 -0.003 -0.055
C -7.39231 2.03656 -5.01263 -0.164 0.209 -0.055
H -3.91557 -1.13608 -2.48054 -0.071 -0.151 0.018
H -2.60012 -1.61728 -3.56001 -0.047 -0.085 0.031
H -3.33587 -0.01123 -3.69234 0.014 -0.042 -0.140
H -4.71431 -2.67214 -4.29487 -0.207 0.045 0.054
H -4.19959 -1.50930 -5.50547 -0.091 0.146 -0.016
H -7.12296 2.17671 -6.05685 0.108 -0.023 0.028
H -6.83066 2.72365 -4.38134 0.084 -0.009 -0.075
H -8.45406 2.22839 -4.89003 -0.010 -0.160 0.075
C -1.58496 0.86557 -7.17993 0.137 -0.090 -0.195
C -1.16591 1.82628 -6.09000 -0.495 -0.125 -0.109
O 0.26629 1.92379 -5.98931 0.069 0.054 0.265
C 0.85640 2.68064 -6.91838 0.023 -0.123 -0.046
O 0.30392 3.28384 -7.79640 -0.001 0.047 0.023
O 2.17474 2.64009 -6.70427 -0.003 0.033 0.058
C 2.94550 3.34348 -7.68555 0.230 0.098 -0.105
H -1.10829 -0.10585 -7.03482 -0.075 -0.020 0.094
H -2.66717 0.73438 -7.17110 -0.003 0.016 0.077
H -1.29012 1.22553 -8.16475 -0.038 0.110 0.037
H -1.50804 1.45576 -5.12372 0.197 0.007 0.067
H -1.60295 2.81376 -6.23440 0.142 0.042 -0.099
H 2.59634 4.36701 -7.79890 -0.104 -0.043 -0.043
H 2.90186 2.82172 -8.63987 -0.093 0.068 -0.027
H 3.97284 3.35420 -7.33263 -0.053 -0.106 0.127
```
Positions in Å, forces in eV/Å.

Computed properties:
- 2S+1 = 1
- gap between HOMO and LUMO (eV) = 7.6
- total energy (eV) = -172213.8295
- highest occupied orbital energy (Ha) = -0.40336
- charge = +1

Atom charges from the Löwdin analysis, given in e for atoms 1 to 4:
1 C -0.080
2 C -0.244
3 N -0.010
4 C -0.399